Record 1
The following is a DFT calculation (ωB97M-V with the def2-TZVPD basis set) of a 13-piece molecular cluster, C35H69B7F28N11O overall.

```
! wB97M-V def2-TZVPD RIJCOSX def2/J DEFGRID3
* xyz -1 1
C 1.90 -1.79 3.34
C 3.21 -1.12 3.75
N 3.97 -0.56 2.67
C 4.84 -1.30 1.86
C 5.02 -0.57 0.67
N 4.19 0.56 0.73
C 3.50 0.48 1.94
C 3.91 1.44 -0.39
H 2.18 -2.43 2.50
H 1.12 -1.14 2.96
H 1.42 -2.53 3.99
H 3.73 -1.93 4.26
H 3.06 -0.40 4.55
H 5.37 -2.22 2.06
H 5.73 -0.71 -0.13
H 2.65 1.09 2.20
H 3.78 2.47 -0.07
H 3.03 1.22 -1.01
H 4.71 1.35 -1.12
C 2.78 9.10 -7.48
C 1.42 8.69 -6.75
N 0.26 9.39 -7.23
C -0.68 9.81 -6.31
C -1.82 10.32 -6.91
N -1.49 10.44 -8.28
C -0.22 9.96 -8.43
C -2.37 10.81 -9.27
H 2.68 10.16 -7.69
H 2.87 8.62 -8.45
H 3.67 8.80 -6.92
H 1.55 9.07 -5.74
H 1.28 7.62 -6.64
H -0.37 9.75 -5.28
H -2.78 10.62 -6.54
H 0.23 9.80 -9.40
H -3.10 10.02 -9.45
H -1.75 11.00 -10.15
H -2.76 11.82 -9.10
C -3.99 3.03 -6.92
C -5.20 2.40 -7.64
N -6.30 3.27 -7.49
C -7.14 3.49 -6.35
C -8.11 4.42 -6.77
N -7.69 4.86 -8.04
C -6.69 4.07 -8.51
C -8.46 5.85 -8.85
H -3.55 3.83 -7.51
H -3.21 2.28 -7.03
H -4.17 3.15 -5.85
H -5.31 1.42 -7.18
H -5.00 2.31 -8.71
H -6.92 2.96 -5.44
H -8.89 4.90 -6.20
H -6.25 4.21 -9.48
H -9.47 5.45 -8.81
H -8.12 5.93 -9.88
H -8.49 6.83 -8.37
C 3.04 6.91 7.96
C 1.63 6.92 8.68
N 0.64 6.25 7.77
C 0.20 4.91 7.77
C -0.78 4.70 6.79
N -0.84 5.94 6.17
C 0.03 6.87 6.76
C -1.75 6.20 5.06
H 3.63 6.00 7.81
H 3.60 7.57 8.61
H 2.99 7.32 6.95
H 1.30 7.94 8.88
H 1.63 6.34 9.60
H 0.66 4.21 8.45
H -1.43 3.95 6.37
H 0.11 7.93 6.60
H -1.33 5.80 4.14
H -1.84 7.25 4.79
H -2.64 5.58 5.18
C -6.86 -8.31 5.74
C -6.67 -9.16 4.42
N -5.29 -9.79 4.33
C -4.16 -9.24 4.88
C -3.09 -10.10 4.66
N -3.53 -11.13 3.78
C -4.89 -10.94 3.68
C -2.73 -12.19 3.10
H -6.41 -8.70 6.65
H -7.92 -8.05 5.81
H -6.29 -7.38 5.67
H -7.01 -8.66 3.51
H -7.26 -10.06 4.58
H -4.25 -8.31 5.42
H -2.08 -10.13 5.04
H -5.57 -11.62 3.20
H -2.67 -12.00 2.03
H -3.15 -13.18 3.32
H -1.72 -12.28 3.48
C -1.33 -7.96 -4.03
N -0.76 -6.79 -3.19
C -1.82 -5.58 -3.00
C -0.29 -7.31 -1.82
C 0.45 -6.16 -4.04
C 0.95 -4.80 -3.47
O 1.92 -4.31 -4.39
H -2.11 -7.62 -4.71
H -1.82 -8.63 -3.32
H -0.57 -8.51 -4.58
H -1.73 -4.95 -3.89
H -1.42 -5.05 -2.14
H -2.81 -5.98 -2.80
H -0.90 -8.20 -1.66
H -0.59 -6.66 -1.00
H 0.79 -7.37 -1.90
H 0.05 -5.99 -5.04
H 1.18 -6.96 -4.14
H 1.34 -5.09 -2.50
H 0.39 -3.91 -3.17
H 2.72 -4.83 -4.50
B 5.39 1.30 11.83
F 4.73 0.17 11.70
F 5.39 2.00 10.67
F 4.80 2.17 12.67
F 6.75 1.09 12.18
B -0.52 -5.13 10.52
F 0.07 -6.08 9.78
F 0.21 -3.95 10.51
F -1.77 -5.01 9.91
F -0.61 -5.59 11.75
B 7.07 -9.22 4.22
F 7.19 -9.90 3.02
F 8.10 -8.26 4.19
F 5.80 -8.67 4.32
F 7.23 -10.15 5.20
B 7.62 -6.84 -2.63
F 8.03 -8.06 -2.51
F 8.28 -5.92 -1.86
F 7.60 -6.41 -3.89
F 6.34 -7.00 -2.14
B -5.84 -0.37 0.49
F -5.01 -0.01 -0.52
F -6.37 0.81 1.04
F -6.78 -1.12 -0.16
F -5.18 -0.98 1.58
B 12.36 1.98 -4.23
F 11.20 1.44 -3.67
F 12.93 1.10 -5.16
F 11.94 3.12 -4.89
F 13.27 2.32 -3.33
B 3.03 8.77 1.48
F 3.74 9.62 0.59
F 3.93 8.10 2.23
F 2.24 9.59 2.26
F 2.14 7.99 0.75
*
```

Calculated values
Kohn-Sham gap = 3.7 eV
electronic energy = -5023.66889 hartree
E_LUMO = -2.49 eV

Atomic partial charges in e from the Mulliken method, atoms 1 to 5: atom 1 (C): -0.99, atom 2 (C): -0.68, atom 3 (N): 0.18, atom 4 (C): -0.46, atom 5 (C): -0.20



Record 2
The following is a DFT calculation (ωB97M-V with the def2-TZVPD basis set) of a 5-piece molecular cluster, C4H16N2O6 overall.

```
! wB97M-V def2-TZVPD RIJCOSX def2/J DEFGRID3
* xyz 0 1
C -2.52 1.18 -0.67
C -1.84 0.20 -1.59
O -2.50 -0.57 -2.29
N -0.48 0.26 -1.78
C 0.41 1.09 -0.97
C 1.61 0.36 -0.40
N 1.67 -0.98 -0.27
O 2.57 1.05 -0.10
H -2.03 1.29 0.29
H -2.50 2.11 -1.24
H -3.54 0.87 -0.50
H -0.09 -0.57 -2.20
H 0.79 1.92 -1.55
H -0.09 1.47 -0.09
H 0.94 -1.67 -0.17
H 2.49 -1.31 0.22
O 1.46 3.53 0.91
H 1.98 2.87 0.43
H 1.33 3.35 1.84
O -0.91 -3.23 1.67
H -0.19 -2.90 2.21
H -0.71 -3.17 0.72
O -0.87 -2.77 -1.05
H -0.86 -3.49 -1.69
H -1.63 -2.20 -1.21
O 1.51 0.37 3.02
H 2.00 -0.28 3.52
H 2.00 1.19 2.93
*
```

Calculated values
Kohn-Sham gap = 10.3 eV
SMILES = CC(=O)NCC(N)=O.O.O.O.O
electronic energy = -723.00069 hartree
E_LUMO = 0.22 eV

Atomic partial charges in e from the Mulliken method, atoms 1 to 5: atom 1 (C): -1.21, atom 2 (C): 0.63, atom 3 (O): -0.67, atom 4 (N): -0.06, atom 5 (C): -0.41



Record 3
The following is a DFT calculation (ωB97M-V with the def2-TZVPD basis set) of a 14-piece molecular cluster, C5H39N2O14 overall.

```
! wB97M-V def2-TZVPD RIJCOSX def2/J DEFGRID3
* xyz -1 1
C -1.75 0.63 -0.19
C -0.86 1.87 -0.24
C -1.30 2.70 -1.49
C -1.03 2.31 -2.92
N 0.33 2.44 -3.45
N -1.09 2.73 0.95
C 0.06 3.53 1.33
O 1.21 2.84 1.84
H -1.59 0.05 0.73
H -1.63 0.00 -1.07
H -2.84 0.87 -0.12
H 0.21 1.58 -0.40
H -2.34 3.05 -1.31
H -0.74 3.62 -1.38
H -1.69 2.94 -3.48
H -1.37 1.30 -3.24
H 0.55 3.42 -3.36
H 1.05 1.99 -2.89
H -1.64 2.28 1.68
H -0.13 4.32 2.10
H 0.47 4.02 0.44
H 3.61 -1.81 0.21
H 2.41 -0.49 0.49
O 2.68 -1.60 0.27
H -1.17 -2.55 2.73
H -1.54 -2.82 1.26
O -1.92 -2.59 2.12
H 4.05 1.91 -1.12
H 2.82 1.11 -0.50
O 3.21 1.51 -1.36
H 1.94 -3.09 -0.75
H 1.52 -2.83 -2.15
O 1.58 -3.56 -1.52
H 1.12 -1.56 3.14
H -0.10 -0.75 3.85
O 0.24 -1.59 3.55
H -1.84 0.63 3.40
H -2.72 -0.55 2.93
O -2.77 0.33 3.32
H 1.30 -1.03 -3.61
H 0.46 -2.39 -3.86
O 1.33 -1.98 -3.77
H 1.60 2.19 1.18
H 3.20 0.75 1.62
O 2.50 0.76 0.96
H -0.07 -3.27 -0.72
H -1.05 -2.26 -1.38
O -0.94 -2.79 -0.58
H 0.49 1.23 3.06
H -0.19 1.99 4.06
O -0.23 1.09 3.71
H -1.77 -0.70 -4.33
H -2.35 -1.75 -3.39
O -1.68 -1.64 -4.09
H -3.15 -2.11 -1.06
H -2.85 -3.33 -1.69
O -3.27 -2.49 -1.95
H 3.18 -1.00 2.35
H 2.49 -2.25 1.96
O 2.81 -1.77 2.79
*
```

Calculated values
Kohn-Sham gap = 9.1 eV
electronic energy = -1376.85248 hartree
E_LUMO = 2.67 eV

Atomic partial charges in e from the Mulliken method, atoms 1 to 5: atom 1 (C): -1.25, atom 2 (C): 1.97, atom 3 (C): -0.94, atom 4 (C): -0.20, atom 5 (N): -0.65



Record 4
The following is a DFT calculation (ωB97M-V with the def2-TZVPD basis set) of C26H78N7O8 as an isolated structure.

```
! wB97M-V def2-TZVPD RIJCOSX def2/J DEFGRID3
* xyz 1 1
N 0.35 1.17 0.46
H 1.09 2.03 0.46
H -0.70 1.43 0.40
H 0.66 0.56 1.10
H 0.51 0.62 -0.38
C 3.47 -2.46 -1.68
C 2.22 -1.93 -2.59
C 1.13 -2.98 -2.86
O 1.67 -4.13 -3.49
C 2.02 -3.99 -4.81
N 1.71 -0.80 -1.98
H 4.21 -1.73 -1.31
H 3.97 -3.36 -2.30
H 2.94 -3.11 -0.83
H 2.65 -1.70 -3.60
H 0.38 -2.41 -3.31
H 0.78 -3.31 -1.93
H 1.13 -3.44 -5.45
H 2.00 -4.92 -5.26
H 3.01 -3.46 -5.11
H 1.19 -0.48 -2.66
H 2.38 -0.11 -2.05
C 1.87 4.03 3.86
C 1.18 2.64 4.01
C -0.30 2.53 4.17
O -0.67 3.16 5.41
C -2.17 3.31 5.60
N 1.62 1.80 2.93
H 2.85 3.77 3.43
H 1.93 4.49 4.87
H 1.64 4.69 3.06
H 1.54 2.26 4.88
H -0.73 1.55 4.22
H -0.81 3.01 3.34
H -2.34 3.64 6.66
H -2.38 2.22 5.65
H -2.55 3.87 4.74
H 1.52 0.73 3.07
H 2.62 1.75 2.89
C -2.89 -2.99 -0.89
C -2.20 -1.67 -0.88
C -3.07 -0.61 -1.47
O -3.24 -1.01 -2.84
C -3.99 -0.06 -3.58
N -1.92 -1.20 0.45
H -2.25 -3.51 -0.34
H -3.17 -3.27 -1.90
H -3.76 -2.98 -0.41
H -1.30 -1.63 -1.38
H -2.80 0.45 -1.51
H -4.05 -0.55 -1.00
H -4.82 0.13 -2.91
H -4.15 -0.53 -4.45
H -3.63 0.93 -3.78
H -2.54 -1.24 1.22
H -1.55 -2.08 0.75
C -3.57 1.73 1.90
C -4.03 0.97 3.15
C -5.17 -0.04 2.94
O -4.60 -1.10 2.09
C -5.55 -2.12 1.79
N -3.00 0.26 3.76
H -4.23 2.54 1.66
H -3.36 0.87 1.09
H -2.78 2.39 1.91
H -4.39 1.86 3.82
H -5.95 0.41 2.44
H -5.77 -0.28 3.94
H -6.11 -1.91 0.98
H -6.19 -2.29 2.52
H -4.99 -2.98 1.53
H -3.06 -0.59 3.42
H -3.14 0.07 4.70
C 2.92 -2.50 2.09
C 1.41 -2.47 1.95
C 0.65 -3.55 2.58
O -0.70 -3.21 2.33
C -1.63 -4.30 2.66
N 0.92 -1.21 2.66
H 3.30 -2.65 2.99
H 3.42 -1.59 1.58
H 3.32 -3.35 1.54
H 1.06 -2.23 0.94
H 1.10 -3.75 3.67
H 0.71 -4.55 2.13
H -1.44 -4.71 3.54
H -1.60 -5.08 1.97
H -2.66 -3.97 2.61
H 1.42 -1.35 3.59
H 0.02 -1.42 2.73
C 1.48 0.22 -3.97
C 2.97 0.36 -4.39
C 3.62 1.65 -3.85
O 3.05 2.80 -4.24
C 3.25 3.36 -5.42
N 3.69 -0.82 -4.14
H 0.99 -0.68 -4.37
H 0.82 1.01 -4.42
H 1.46 0.22 -2.91
H 2.90 0.35 -5.51
H 4.75 1.67 -4.15
H 3.55 1.47 -2.82
H 4.15 3.76 -5.42
H 2.70 4.30 -5.61
H 3.00 2.87 -6.29
H 4.72 -0.91 -4.38
H 3.30 -1.53 -4.97
C 3.61 2.01 -0.84
O 2.51 1.94 -1.66
H 3.72 2.93 -0.36
H 4.41 2.30 -1.58
H 3.59 1.15 -0.15
H 2.60 2.70 -2.27
C 0.41 4.98 0.09
O -0.66 4.13 0.01
H 1.57 4.54 0.24
H 0.13 5.93 0.75
H 0.50 5.58 -0.82
H -1.36 4.72 -0.43
*
```

Calculated values
Kohn-Sham gap = 8.3 eV
electronic energy = -2021.54752 hartree
E_LUMO = -1.77 eV

Atomic partial charges in e from the Mulliken method, atoms 1 to 5: atom 1 (N): 0.78, atom 2 (H): 0.22, atom 3 (H): 0.08, atom 4 (H): -0.02, atom 5 (H): -0.14



Record 5
The following is a DFT calculation (ωB97M-V with the def2-TZVPD basis set) of a 6-piece molecular cluster, C21H37NO15 overall.

```
! wB97M-V def2-TZVPD RIJCOSX def2/J DEFGRID3
* xyz 0 1
C 14.07 -4.24 -22.22
C 15.49 -4.52 -22.77
C 16.62 -3.86 -21.93
O 17.49 -4.95 -21.79
C 16.89 -6.13 -22.19
O 17.40 -7.23 -21.91
O 15.83 -5.96 -22.82
H 13.27 -4.17 -23.04
H 14.03 -3.43 -21.59
H 13.65 -5.08 -21.57
H 15.48 -4.02 -23.73
H 16.42 -3.77 -20.89
H 17.12 -3.04 -22.36
C 9.68 -10.66 -24.08
C 9.34 -9.27 -23.53
C 8.26 -8.69 -24.46
O 7.11 -8.92 -23.61
C 7.39 -9.25 -22.42
O 6.57 -9.30 -21.52
O 8.66 -9.47 -22.31
H 8.91 -11.35 -24.04
H 10.44 -10.99 -23.50
H 9.94 -10.69 -25.11
H 10.15 -8.59 -23.40
H 8.06 -9.29 -25.42
H 8.35 -7.66 -24.85
C 9.40 -3.31 -22.96
O 9.70 -2.24 -23.82
C 9.43 -2.15 -25.09
O 8.50 -3.02 -25.73
O 10.04 -1.18 -25.76
C 9.61 -0.85 -27.10
H 9.59 -4.31 -23.30
H 8.37 -3.38 -22.63
H 9.93 -3.21 -21.98
H 9.87 -1.67 -27.77
H 10.23 0.00 -27.26
H 8.56 -0.66 -27.06
C 13.44 -9.08 -23.85
O 12.52 -8.40 -24.80
C 12.26 -7.18 -24.59
O 12.33 -6.57 -23.34
O 11.77 -6.60 -25.68
C 11.28 -5.26 -25.57
H 14.28 -8.37 -23.67
H 13.84 -10.07 -24.20
H 12.91 -9.30 -22.94
H 10.69 -5.19 -24.70
H 10.64 -4.93 -26.39
H 12.13 -4.56 -25.44
C 6.09 -6.04 -20.60
O 7.29 -6.38 -19.99
C 8.37 -6.45 -20.64
O 8.42 -6.01 -21.99
O 9.48 -6.80 -20.02
C 10.72 -6.76 -20.70
H 5.47 -5.56 -19.87
H 5.60 -6.99 -21.01
H 6.15 -5.24 -21.37
H 10.68 -7.44 -21.55
H 11.50 -7.08 -20.09
H 11.14 -5.73 -20.95
C 13.87 -8.88 -19.71
C 15.02 -8.86 -20.77
C 15.35 -10.25 -21.40
C 14.21 -11.10 -21.59
N 13.32 -11.81 -21.71
H 12.86 -8.97 -20.10
H 13.93 -8.02 -18.97
H 13.85 -9.69 -18.98
H 15.96 -8.52 -20.42
H 14.67 -8.17 -21.58
H 16.02 -10.79 -20.79
H 15.82 -10.11 -22.38
*
```

Calculated values
Kohn-Sham gap = 10.2 eV
SMILES = C[C@H]1COC(=O)O1.C[C@H]1COC(=O)O1.COC(=O)OC.COC(=O)OC.COC(=O)OC.CCCC#N
electronic energy = -2005.54529 hartree
E_LUMO = 0.27 eV

Atomic partial charges in e from the Mulliken method, atoms 1 to 5: atom 1 (C): -0.97, atom 2 (C): 0.36, atom 3 (C): -0.45, atom 4 (O): -0.38, atom 5 (C): 0.60



These records have maximum force values of 6.0, 1.4, 2.0, 10.7, 10.0 eV/Å, in the order they appear.